Run one
This record from OMol25 describes a single C19H19NO3 molecule. The level of theory is wB97M-V/def2-TZVPD.

Properties
Orbital gap   8.52 eV
SMILES string   O=C1c2ccccc2CCc2occ(C(=O)N3CCCCC3)c21
HOMO   -8.701 eV

Geometry as ORCA input:
```
! RIJCOSX wB97M-V def2-TZVPD def2/J DEFGRID3
* xyz 0 1
O 1.18 -0.61 1.02
C 0.02 -0.29 1.35
C -0.15 0.75 2.44
C 0.94 1.61 2.67
C 0.78 2.68 3.60
C -0.40 2.84 4.30
C -1.47 2.01 4.05
C -1.34 0.97 3.15
C -2.52 0.02 3.06
C -3.16 0.03 1.70
C -2.41 -0.81 0.74
O -3.07 -1.62 -0.16
C -2.13 -2.24 -0.93
C -0.91 -1.83 -0.55
C 0.30 -2.22 -1.27
O 0.47 -3.43 -1.43
N 1.13 -1.27 -1.87
C 0.83 0.16 -1.89
C 0.90 0.71 -3.32
C 2.27 0.40 -3.94
C 2.69 -1.07 -3.81
C 2.46 -1.62 -2.38
C -1.07 -0.93 0.60
H 1.91 1.42 2.16
H 1.65 3.29 3.80
H -0.50 3.61 5.05
H -2.40 2.20 4.59
H -2.19 -0.99 3.32
H -3.28 0.24 3.82
H -3.14 1.05 1.33
H -4.18 -0.33 1.79
H -2.35 -2.90 -1.80
H -0.20 0.45 -1.62
H 1.48 0.68 -1.18
H 0.15 0.23 -3.94
H 0.70 1.79 -3.28
H 3.00 1.04 -3.42
H 2.28 0.63 -5.03
H 3.77 -1.08 -4.10
H 2.09 -1.65 -4.52
H 2.67 -2.72 -2.37
H 3.22 -1.21 -1.75
*
```


Run two
This record from OMol25 describes a single C19H19NO3 molecule. The level of theory is wB97M-V/def2-TZVPD.

Properties
Orbital gap   10.18 eV
SMILES string   C=CCOC(=O)C[C@@H](NC(=O)c1ccccc1)c1ccccc1
HOMO   -9.466 eV

Geometry as ORCA input:
```
! RIJCOSX wB97M-V def2-TZVPD def2/J DEFGRID3
* xyz 0 1
C 5.82 3.25 -0.55
C 4.86 2.53 0.02
C 4.43 1.18 -0.47
O 3.02 1.14 -0.70
C 2.24 0.83 0.34
O 2.65 0.55 1.44
C 0.78 0.88 -0.06
C -0.01 -0.22 0.68
N -1.42 -0.16 0.33
C -2.22 0.87 0.71
O -1.81 1.81 1.35
C -3.64 0.75 0.27
C -4.29 -0.48 0.14
C -5.61 -0.52 -0.25
C -6.30 0.65 -0.52
C -5.67 1.87 -0.39
C -4.34 1.92 0.02
C 0.55 -1.58 0.37
C 0.43 -2.11 -0.91
C 0.97 -3.35 -1.21
C 1.64 -4.07 -0.24
C 1.76 -3.54 1.04
C 1.22 -2.31 1.34
H 6.11 4.20 -0.16
H 6.35 2.90 -1.42
H 4.33 2.89 0.89
H 4.89 0.93 -1.42
H 4.68 0.42 0.28
H 0.70 0.77 -1.14
H 0.37 1.85 0.24
H 0.07 -0.01 1.75
H -1.78 -0.87 -0.28
H -3.77 -1.40 0.38
H -6.11 -1.48 -0.34
H -7.33 0.61 -0.84
H -6.20 2.79 -0.59
H -3.84 2.86 0.14
H -0.08 -1.55 -1.69
H 0.87 -3.75 -2.21
H 2.06 -5.04 -0.47
H 2.29 -4.10 1.80
H 1.33 -1.89 2.33
*
```


It turns out run two is the most stable, with the second structure 19.1 kcal/mol higher.


Run one
This record from OMol25 describes a single C2H3BrINO2 molecule. The level of theory is wB97M-V/def2-TZVPD.

Properties
Orbital gap   9.55 eV
SMILES string   O=[N+]([O-])[C@@H](Br)CI
HOMO   -9.865 eV

Geometry as ORCA input:
```
! RIJCOSX wB97M-V def2-TZVPD def2/J DEFGRID3
* xyz 0 1
O -2.31 0.71 0.15
N -1.51 -0.07 -0.23
O -1.64 -1.20 -0.60
C -0.06 0.30 -0.42
Br 0.17 2.25 -0.27
C 0.87 -0.46 0.66
I 2.83 -0.12 -0.19
H 0.30 0.09 -1.46
H 0.77 -0.03 1.73
H 0.57 -1.46 0.64
*
```


Run two
This record from OMol25 describes a molecular structure, C2H3BrINO2. The level of theory is wB97M-V/def2-TZVPD.

Properties
Orbital gap (alpha / beta)   7.19 / 7.19 eV
HOMO (alpha / beta)   -8.849 / -8.850 eV

Geometry as ORCA input:
```
! RIJCOSX wB97M-V def2-TZVPD def2/J DEFGRID3
* xyz 0 1
C -0.96 -1.18 0.63
C 1.01 0.09 -0.40
N 0.35 1.29 -0.49
O -0.71 1.26 -1.15
O 0.74 2.27 0.12
Br 2.62 0.07 0.51
I -2.53 0.06 0.34
H -0.89 -2.08 0.04
H -0.50 -1.18 1.60
H 0.88 -0.61 -1.21
*
```


It turns out run one is the most stable, with the second structure 63.6 kcal/mol higher.


Run one
This record from OMol25 describes a gas-phase ion, CH5N2S (charge +1). The level of theory is wB97M-V/def2-TZVPD.

Properties
Orbital gap   9.50 eV
SMILES string   N/C=[NH+]/S
HOMO   -13.996 eV

Geometry as ORCA input:
```
! RIJCOSX wB97M-V def2-TZVPD def2/J DEFGRID3
* xyz 1 1
N -1.31 -0.06 -0.50
C -0.04 -0.47 -0.53
N 0.96 0.11 0.11
S 2.35 -0.57 0.79
H -2.00 -0.44 -1.03
H -1.53 0.67 0.23
H 0.32 -1.42 -1.07
H 0.56 1.00 0.68
H 2.49 -1.46 -0.24
*
```


Run two
This record from OMol25 describes 2 unconnected molecules or ions with the total composition CH5N2S. The level of theory is wB97M-V/def2-TZVPD.

Properties
Orbital gap   10.02 eV
HOMO   -14.464 eV

Geometry as ORCA input:
```
! RIJCOSX wB97M-V def2-TZVPD def2/J DEFGRID3
* xyz 1 1
C -0.13 0.04 0.31
N -1.35 -0.42 0.26
N 0.93 -0.51 -0.19
S 2.61 -0.11 0.06
H -0.13 1.47 0.83
H -2.12 0.10 0.66
H -1.57 -1.31 -0.15
H 0.82 -1.41 -0.65
H 2.59 1.09 -0.54
*
```


Run three
This record from OMol25 describes 2 unconnected molecules or ions with the total composition CH5N2S. The level of theory is wB97M-V/def2-TZVPD.

Properties
Orbital gap   9.37 eV
HOMO   -14.179 eV

Geometry as ORCA input:
```
! RIJCOSX wB97M-V def2-TZVPD def2/J DEFGRID3
* xyz 1 1
C 0.35 -0.16 0.26
N 1.61 0.18 -0.09
N -0.78 0.26 -0.31
S -2.49 -0.04 0.10
H 0.31 -0.86 1.06
H 2.31 0.04 0.66
H 1.89 0.97 -0.74
H -0.66 0.99 -1.48
H -2.53 -1.38 0.54
*
```


Run four
This record from OMol25 describes 2 unconnected molecules or ions with the total composition CH5N2S. The level of theory is wB97M-V/def2-TZVPD.

Properties
Orbital gap   8.77 eV
HOMO   -14.364 eV

Geometry as ORCA input:
```
! RIJCOSX wB97M-V def2-TZVPD def2/J DEFGRID3
* xyz 1 1
C 1.31 1.41 0.40
N -1.55 -0.39 0.03
N 1.21 0.30 0.01
S 0.78 -1.22 -0.05
H 1.72 2.35 0.46
H -2.05 -1.31 0.02
H -1.97 0.39 0.65
H -1.47 -0.17 -0.95
H 2.01 -1.36 -0.57
*
```


It turns out run one is the most stable, with the second structure 18.5 kcal/mol higher.